C56H70ClN2O7S | ωB97M-V/def2-TZVPD

Each line ends with the Mulliken charge.
Geometry (Å):
H1 2.820 -3.785 -2.265  0.610
O1 1.405 1.274 3.610  -0.566
H2 -0.606 -3.185 -7.642  0.416
H3 3.050 -2.830 -4.383  0.218
Cl1 1.941 3.784 4.717  -0.211
C1 5.859 -3.768 2.523  0.503
C2 -4.552 10.069 0.440  -0.543
C3 -4.732 -8.735 -6.023  -1.062
C4 1.477 -3.904 -6.022  -0.779
H4 -7.477 8.725 3.128  0.442
C5 -2.875 11.793 0.456  -0.479
H5 5.876 0.638 2.360  0.356
C6 -1.793 7.290 2.209  0.381
H6 5.913 -3.009 4.498  0.443
O2 -5.202 7.407 1.034  -0.619
C7 -7.259 5.406 3.740  -0.615
H7 8.826 -6.317 2.989  0.428
H8 -7.355 6.563 1.941  0.427
O3 -7.036 3.088 5.292  -0.677
C8 -2.341 9.602 1.283  0.213
C9 -7.183 5.463 9.425  -0.584
C10 -2.175 -8.722 -5.620  -0.543
C11 -1.565 -5.042 -8.211  -0.931
H9 -2.580 12.813 0.247  0.407
C12 -7.129 4.148 5.875  0.527
O4 -0.195 9.021 2.078  -0.665
H10 5.797 1.948 1.203  0.484
H11 6.604 -0.333 0.365  0.256
O5 1.403 3.190 2.031  -0.524
H12 -0.951 11.220 1.236  0.476
H13 4.050 3.288 2.532  0.448
C13 -3.424 -9.541 -5.990  -0.609
C14 -2.615 4.731 2.914  -1.021
H14 4.397 -1.523 1.322  0.659
H15 -4.978 -8.402 -7.033  0.233
H16 -1.380 -7.581 -8.817  0.443
H17 4.857 -3.361 0.075  0.529
C15 -7.386 7.840 5.075  -0.698
C16 -7.189 5.434 8.035  0.177
H18 -0.452 -7.744 -6.450  0.023
H19 3.362 -4.722 -6.621  0.279
H20 1.166 -4.943 -7.874  0.376
H21 9.171 -4.598 2.872  0.280
C17 -3.508 5.596 2.304  -0.515
H22 2.673 -5.483 -5.198  0.343
C18 7.523 -5.300 1.627  -0.728
C19 -7.413 7.803 3.692  -0.518
C20 3.912 -3.872 -2.239  -1.405
N1 6.713 -4.086 1.422  0.413
C21 4.497 -2.508 -1.835  0.050
H23 -1.297 -4.101 -6.296  0.300
H24 0.516 -5.769 -6.465  -0.281
H25 1.625 -2.931 -6.502  0.298
H26 -4.879 12.063 -0.266  0.408
C22 -7.252 6.725 7.288  0.573
H27 -7.080 2.136 10.035  0.401
C23 4.394 -4.343 -3.611  -0.875
H28 -2.228 -4.377 -8.768  0.397
C24 -3.099 6.876 1.947  0.362
H29 -4.528 5.299 2.105  0.499
H30 8.174 -5.379 0.755  0.503
H31 7.765 -5.176 3.794  0.294
H32 5.109 -2.123 -2.655  0.522
C25 -7.142 4.279 10.141  -0.489
H33 7.311 -2.065 1.432  0.330
S1 1.954 2.508 3.156  1.172
O6 4.814 -4.357 2.668  -0.598
H34 -3.457 -5.997 -7.771  0.442
H35 0.112 6.750 3.002  0.482
C26 3.873 1.243 1.807  -0.881
H36 2.686 -0.190 -0.226  0.624
H37 7.218 -1.826 -1.069  0.391
C27 -0.741 -4.192 -7.235  -0.794
H38 7.369 -2.564 3.558  0.380
C28 3.700 2.317 2.882  -0.869
H39 -1.569 -9.284 -4.905  0.345
C29 3.452 -0.912 -0.485  -1.169
C30 -2.403 -6.155 -7.542  -0.514
H40 0.934 -3.729 -5.084  0.363
H41 4.179 2.065 3.827  0.555
H42 -3.265 -9.985 -6.976  0.368
C31 7.372 -2.947 0.791  -0.929
C32 -4.169 11.372 0.169  -0.575
H43 2.697 -1.320 -2.299  0.374
H44 -7.073 2.088 7.551  0.473
H45 -5.577 -9.326 -5.670  0.343
C33 -7.144 4.211 7.365  0.248
C34 5.216 -2.484 -0.470  -0.235
C35 -2.008 -7.597 -7.924  -0.661
H46 -7.141 4.303 11.222  0.400
H47 -7.433 8.777 5.613  0.488
N2 3.417 -1.511 -1.608  0.167
C36 -7.229 5.435 5.129  0.320
H48 -7.214 6.421 9.925  0.480
H49 -2.316 -6.049 -6.455  0.230
C37 6.291 -2.707 3.524  -1.207
C38 -1.309 5.139 3.161  0.050
C39 -7.350 6.586 3.021  -0.425
H50 -2.937 3.738 3.200  0.457
C40 2.833 -4.517 -5.687  -0.697
H51 5.822 -1.748 3.288  0.089
C41 3.699 -3.622 -4.783  -0.604
H52 4.449 -3.118 -5.395  0.493
H53 -0.605 4.466 3.631  0.250
H54 8.435 -3.144 0.639  0.549
H55 4.229 -5.418 -3.679  0.531
H56 3.377 0.330 2.141  0.618
H57 -5.553 9.723 0.223  0.499
H58 -0.891 -5.490 -8.947  0.477
C42 -1.337 8.670 1.872  0.518
C43 -4.081 7.789 1.296  0.618
C44 -0.898 6.413 2.811  -0.784
O7 -7.270 7.787 7.872  -0.657
C45 -7.293 6.657 5.800  0.228
C46 5.576 0.018 0.315  -0.584
H59 4.143 -4.604 -1.465  0.383
H60 6.856 -6.162 1.594  0.420
H61 3.357 1.595 0.908  0.400
C47 5.341 0.995 1.476  -1.037
C48 6.725 -2.666 -0.572  -1.562
C49 -7.106 3.060 9.473  -0.478
C50 -1.962 10.911 1.008  -0.607
C51 -7.104 3.025 8.089  -0.568
C52 -3.642 9.181 1.001  0.190
H62 -7.206 4.449 3.239  0.519
H63 -2.472 -7.807 -5.098  0.330
H64 5.475 -4.187 -3.672  0.439
H65 -3.529 -10.370 -5.290  0.403
H66 -4.667 -7.846 -5.394  0.286
C53 -1.285 -8.358 -6.812  -0.705
H67 -0.837 -9.270 -7.217  0.387
C54 4.670 -1.247 0.301  0.310
C55 0.631 -4.785 -6.931  0.022
H68 5.493 0.548 -0.639  0.572
H69 -2.906 -8.155 -8.201  0.347
H70 6.895 -3.544 -1.202  0.443
C56 8.365 -5.333 2.896  -1.122

The maximum force comes out at 0.73 eV Å⁻¹. The charge is +1. As for the HOMO energy: -10.55 eV. The calculation puts the calculated total energy at -3670.2703 hartree.

C3H4ClNO2 | ωB97M-V/def2-TZVPD

Each line ends with the natural charge from an NBO analysis.
Geometry (Å):
H1 0.852 0.313 -1.667  0.212
C1 -0.569 -1.495 0.557  0.288
O1 -0.685 -0.907 -0.766  -0.482
Cl1 -1.100 2.193 -1.070  -0.062
H2 -0.376 0.974 1.226  0.242
C2 0.440 -0.057 -0.670  0.338
H3 -1.449 -1.970 0.917  0.215
H4 0.918 1.876 0.175  0.223
C3 -0.054 1.297 0.132  -0.448
N1 0.649 -1.509 1.109  -0.128
O2 1.372 -0.714 0.055  -0.397

The maximum force comes out at 5.30 eV Å⁻¹. The calculation puts the energy above the lowest of the compared OMol25 structures with the same formula, charge and spin at 78.98 kcal/mol. Its SMILES is ClC[C@@H]1OC=NO1. As for the HOMO energy: -9.83 eV. The calculation puts the calculated total energy at -782.0292 hartree.

C9H11NO5 | ωB97M-V/def2-TZVPD

Each line ends with the natural charge from an NBO analysis.
Geometry (Å):
H1 -2.426 2.096 0.775  0.213
H2 2.058 1.173 1.407  0.273
O1 1.768 -1.590 1.357  -0.866
O2 -2.464 -0.746 -1.958  -0.551
H3 -2.758 1.967 -0.951  0.197
C1 1.420 1.426 0.590  0.148
H4 -0.951 -2.497 -1.161  0.249
C2 -1.000 -1.721 -0.417  -0.744
C3 -0.157 2.006 -1.536  -0.236
C4 -2.209 1.532 -0.122  -0.092
C5 -2.046 -0.756 -0.843  0.799
H5 1.244 -4.135 2.745  0.479
H6 -0.346 1.085 1.683  0.269
H7 -0.813 2.215 -2.356  0.254
H8 1.647 2.269 -2.574  0.238
C6 1.848 -2.799 1.679  0.948
C7 0.075 1.374 0.742  -0.218
N1 1.929 1.754 -0.580  -0.414
O3 -2.593 0.155 0.072  -0.537
O4 2.565 -3.695 1.223  -0.777
H9 -0.029 -1.253 -0.406  0.268
O5 0.980 -3.205 2.712  -0.768
H10 -1.141 -2.122 0.578  0.268
C8 1.181 2.038 -1.640  0.074
C9 -0.714 1.660 -0.324  0.079
H11 2.932 1.772 -0.695  0.446

The maximum force comes out at 1.71 eV Å⁻¹. The calculation puts the energy above the lowest of the compared OMol25 structures with the same formula, charge and spin at 46.40 kcal/mol. As for the HOMO energy: -7.37 eV. The calculation puts the calculated total energy at -780.4630 hartree.

C32H22IN5O21PS | ωB97M-V/def2-TZVPD

Each line ends with the Mulliken charge.
Geometry (Å):
H1 -1.037 6.491 3.829  0.371
C1 -1.617 4.933 -1.810  -0.948
O1 8.271 -3.692 -5.232  -0.558
O2 1.260 -1.438 -3.552  -0.518
O3 -2.095 -3.994 -1.574  -0.662
O4 3.959 -3.719 -7.105  -0.635
C2 -0.054 -5.384 0.303  -0.907
C3 -4.484 3.886 4.919  0.451
H2 0.037 -2.486 -1.477  0.641
H3 -2.660 5.027 -2.075  0.468
C4 -1.829 -1.470 5.345  0.580
H4 4.923 -1.029 -3.695  0.490
C5 -0.395 -2.479 -4.945  0.946
C6 -3.253 3.984 5.442  -1.012
H5 1.492 -1.210 -4.479  0.331
H6 0.971 4.116 -4.295  0.386
C7 -4.925 4.733 3.743  0.965
C8 -0.569 -2.935 1.843  -1.380
I1 -0.052 1.518 2.823  0.119
O5 0.539 5.123 0.981  -0.634
C9 -3.989 5.689 3.192  -0.792
C10 6.577 -2.281 -4.350  1.055
C11 -1.372 -3.997 1.983  0.525
C12 -1.571 -3.321 -5.038  -1.106
S1 -2.155 -2.901 5.748  -0.171
H7 -1.971 -3.531 -6.019  0.463
H8 2.753 -2.427 -6.232  0.357
N1 -2.084 1.121 6.768  0.197
C13 7.011 -3.323 -5.358  0.330
C14 6.174 -3.816 -6.283  -1.038
H9 -3.355 -4.800 -2.949  0.363
H10 0.066 -6.309 -0.243  0.473
H11 -4.314 6.297 2.359  0.486
O6 0.175 -1.979 -5.895  -0.646
C15 0.771 -4.343 0.152  0.183
P1 1.325 1.205 4.752  0.043
C16 5.217 -1.784 -4.407  -0.984
C17 -2.118 -3.812 -3.913  0.314
C18 -1.156 -5.278 1.213  1.142
O7 1.554 4.178 -3.508  -0.574
C19 -0.372 -2.686 -2.457  -0.865
C20 -0.146 1.346 5.882  0.477
C21 1.243 4.638 -1.231  -1.140
N2 -1.290 0.662 5.793  0.836
H12 2.233 -3.461 -0.585  0.425
H13 -2.931 3.386 6.281  0.617
O8 -1.835 6.621 3.282  -0.579
O9 -1.941 5.373 0.473  -0.414
C22 0.793 4.478 -2.490  0.324
C23 -0.671 4.628 -2.854  1.123
H14 -1.343 5.458 1.243  0.310
C24 -2.761 5.788 3.724  0.176
C25 4.385 -2.276 -5.335  0.122
O10 7.411 -1.919 -3.539  -0.628
H15 8.640 -3.182 -4.486  0.376
C26 0.565 -3.044 0.915  1.301
O11 1.368 -2.153 0.701  -0.697
O12 1.809 -4.334 -0.667  -0.588
H16 -6.198 3.199 4.797  0.379
C27 -1.168 5.089 -0.563  0.115
O13 -2.427 -4.126 2.788  -0.575
C28 4.812 -3.336 -6.326  1.101
C29 0.186 -2.192 -3.571  0.312
N3 -0.272 2.172 6.920  -0.080
O14 -6.055 4.540 3.343  -0.619
N4 -1.453 2.035 7.458  -0.427
O15 3.112 -1.903 -5.485  -0.472
H17 2.284 4.530 -0.962  0.450
O16 -0.961 4.475 -4.024  -0.617
O17 1.526 -0.394 4.768  -0.411
H18 -0.706 -2.001 2.368  0.360
N5 -1.681 -0.306 4.876  -0.786
C30 -1.544 -3.510 -2.548  1.118
C31 -2.312 4.928 4.882  0.804
O18 -5.410 3.058 5.360  -0.606
H19 -2.720 -5.046 2.612  0.379
O19 -1.960 -6.160 1.441  -0.672
H20 -3.035 0.806 6.909  0.232
C32 0.297 4.957 -0.199  1.184
H21 2.388 -0.608 5.144  0.342
O20 -1.172 5.063 5.286  -0.652
O21 -3.180 -4.593 -3.887  -0.579
H22 6.476 -4.562 -7.003  0.432

The maximum force comes out at 1.00 eV Å⁻¹. The charge is +1. The calculation puts the energy above the lowest of the compared OMol25 structures with the same formula, charge and spin at 1.60 kcal/mol. As for the HOMO energy: -11.08 eV. The calculation puts the calculated total energy at -4123.3204 hartree.